<A>
ORCA calculation (ωB97M-V/def2-TZVPD) on a 20-piece molecular cluster, H39O20 overall.

Geometry as ORCA input:
```
! RIJCOSX wB97M-V def2-TZVPD def2/J DEFGRID3
* xyz -1 1
O 2.055 -2.102 4.298
H -0.661 -1.983 2.261
O 2.942 3.354 -1.138
H 2.499 4.103 -0.703
H 2.140 2.810 -1.068
O -1.580 -5.276 2.657
H -0.713 -5.555 2.346
H -1.640 -4.360 2.367
O 1.884 4.298 -3.463
H 1.966 3.632 -4.143
H -2.913 4.835 1.958
O -2.614 4.062 1.479
H 2.868 -2.545 4.472
H -2.330 3.450 2.165
O -3.323 -3.587 -0.993
H 1.264 -1.702 4.612
H 2.675 4.287 -2.906
O 1.853 1.321 -3.911
H 0.903 1.187 -3.912
H 2.158 0.696 -4.550
O -1.972 -2.423 -3.051
H -4.242 -3.864 -1.007
H 1.748 -0.382 1.222
O -1.159 2.871 -3.707
H -0.339 2.472 -4.010
H -1.328 2.532 -2.854
O -0.228 -0.258 5.202
H 0.449 0.385 4.969
H -0.927 -0.221 4.542
O -2.291 -0.399 -0.019
H 2.894 1.440 -0.341
H -2.555 0.391 0.456
O -0.604 -1.815 1.321
H -0.496 -0.833 -1.683
H -2.791 -4.345 -0.749
O 2.758 0.609 -0.800
H 1.828 0.361 -0.753
H -1.382 -2.451 -2.297
O 2.490 -0.544 1.802
H -2.698 -3.026 -2.853
H 2.312 -1.238 2.436
O 2.921 0.817 4.465
H 2.812 0.228 3.698
H 3.563 1.429 4.085
O 0.821 -3.793 2.020
H 1.088 -3.330 2.818
H 0.544 -2.947 1.485
O 0.291 -1.078 -1.186
H -1.677 -0.964 0.561
H -0.095 -1.468 -0.378
O 0.391 1.822 0.826
H 0.422 1.006 1.348
H -0.158 1.480 0.104
O -0.706 -0.425 -4.482
H -1.522 0.084 -4.506
H -1.002 -1.337 -4.576
O -3.566 2.647 -1.562
H -3.632 1.832 -1.042
H -3.936 2.269 -2.368
*
```

The HOMO energy is -0.2325 Ha. The HOMO-LUMO gap is 8.6 eV.

=====

<B>
ORCA calculation (ωB97M-V/def2-TZVPD) on a 20-piece molecular cluster, H39O20 overall.

Geometry as ORCA input:
```
! RIJCOSX wB97M-V def2-TZVPD def2/J DEFGRID3
* xyz -1 1
O 4.496 0.819 0.175
H 4.599 1.447 0.829
O 2.753 0.060 -3.063
H 2.195 -0.689 -2.703
H 3.609 -0.254 -2.738
O 0.930 1.411 1.798
H 1.378 2.227 1.988
H 0.155 1.735 1.166
O 1.510 1.606 -4.691
H 1.236 1.228 -3.838
H 3.464 0.910 0.067
O 2.876 -3.919 -1.791
H 3.230 -3.188 -1.448
H 3.549 -4.540 -1.990
O -4.682 0.664 -1.666
H -4.414 -0.213 -1.267
H -5.553 0.865 -2.146
O 0.551 -1.814 2.038
H 0.451 -1.352 1.282
H 0.590 -1.211 2.744
O -0.239 -0.550 -0.202
H 2.400 1.400 -4.796
H -1.511 2.824 0.564
O 0.867 -1.828 -1.835
H 0.696 -1.984 -0.890
H 0.104 -1.306 -2.188
O 0.594 3.617 -1.616
H 0.236 2.833 -0.966
H -0.115 3.543 -2.242
O -1.082 -5.436 1.896
H -1.180 -4.547 2.144
H -1.694 -5.359 1.090
O -3.395 -0.575 1.110
H -2.642 -0.807 1.564
H -3.417 0.258 0.792
O -0.419 1.743 -0.069
H -0.979 1.790 -0.896
H -1.128 -0.187 -0.296
O -1.853 3.727 0.815
H 0.288 0.370 -0.010
H -2.694 3.637 0.967
O -3.296 2.739 -4.072
H -3.568 2.005 -3.634
H -3.138 2.283 -4.903
O -4.789 -3.434 -0.160
H -4.348 -2.516 -0.413
H -5.342 -3.039 0.644
O 1.252 -0.218 6.059
H 1.022 0.340 5.370
H 1.508 -1.137 5.672
O 2.632 1.804 -1.148
H 1.709 1.544 -1.056
H 2.526 2.625 -0.711
O -1.032 2.500 3.769
H -1.453 3.271 3.360
H -0.450 2.256 3.043
O 2.875 -3.039 2.715
H 2.225 -3.665 3.032
H 2.063 -2.428 2.311
*
```

The HOMO energy is -0.2755 Ha. The HOMO-LUMO gap is 9.0 eV.

=====

Stability, highest: <A>

=====

<A>
ORCA calculation (ωB97M-V/def2-TZVPD) on one molecule with the formula C4H6N2S.

Geometry as ORCA input:
```
! RIJCOSX wB97M-V def2-TZVPD def2/J DEFGRID3
* xyz 0 1
C 1.924 -0.704 -0.020
C 0.633 -0.998 0.041
C -0.359 1.268 0.079
C -1.765 -0.740 -0.289
H 2.048 0.321 -0.500
H 2.583 -1.489 0.201
H 0.172 -1.983 0.596
H -1.279 1.835 0.723
H 0.574 2.711 0.230
H -1.582 -1.938 -0.696
N -0.565 -0.155 -0.043
N 0.751 1.757 -0.300
S -3.135 0.115 -0.022
*
```

The HOMO energy is -0.3248 Ha. Its structure (SMILES) is [H]/N=C/N(C=C)C=S. The HOMO-LUMO gap is 8.7 eV.

=====

<B>
ORCA calculation (ωB97M-V/def2-TZVPD) on one molecule with the formula C4H6N2S.

Geometry as ORCA input:
```
! RIJCOSX wB97M-V def2-TZVPD def2/J DEFGRID3
* xyz 0 1
C -0.321 1.273 0.199
C -1.821 -0.198 -0.279
C -1.204 -1.173 0.665
C -0.441 -0.793 -0.611
H 1.995 -0.837 1.179
H 0.107 2.279 0.509
H -2.784 -0.383 -0.752
H -1.619 -2.130 0.653
H -0.865 -0.830 1.695
H -0.224 -1.516 -1.464
N 0.538 0.294 -0.458
N -1.556 1.158 0.128
S 2.077 -0.088 0.040
*
```

The HOMO energy is -0.3348 Ha. Its structure (SMILES) is SN1C=N[C@@H]2C[C@@H]21. The HOMO-LUMO gap is 9.8 eV.

=====

Stability, highest: <B>

=====

<A>
ORCA calculation (ωB97M-V/def2-TZVPD) on one molecule with the formula C4H11NOS.

Geometry as ORCA input:
```
! RIJCOSX wB97M-V def2-TZVPD def2/J DEFGRID3
* xyz 0 1
C -0.532 1.428 -1.158
C -0.628 -1.120 -0.820
C -0.428 0.400 1.139
C -0.060 0.205 -0.372
N 1.966 -1.560 0.106
O 2.188 1.172 0.750
S 1.817 0.032 -0.517
H -0.664 1.284 -2.174
H -1.523 1.688 -0.818
H 0.095 2.329 -1.206
H -0.612 -1.356 -1.823
H -1.661 -1.150 -0.523
H -0.103 -1.932 -0.298
H 0.465 0.148 1.632
H -0.616 1.441 1.363
H -1.402 -0.259 1.246
H 2.829 -1.965 -0.226
H 2.997 0.924 1.218
*
```

The HOMO energy is -0.3286 Ha. The HOMO-LUMO gap is 9.6 eV.

=====

<B>
ORCA calculation (ωB97M-V/def2-TZVPD) on a 2-piece molecular cluster, C4H11NOS overall.

Geometry as ORCA input:
```
! RIJCOSX wB97M-V def2-TZVPD def2/J DEFGRID3
* xyz 0 1
C 1.676 1.681 -1.843
S 0.191 1.608 -0.670
H 1.169 1.255 -2.738
H 1.844 2.716 -2.126
H 2.541 1.216 -1.395
C 0.434 2.518 0.904
H 0.193 1.916 1.804
H -0.358 3.266 0.918
H 1.442 2.974 0.889
C -0.302 -1.064 1.526
C -0.639 -2.040 0.451
O 0.170 -2.384 -0.377
N -1.884 -2.661 0.477
H -0.935 -0.169 1.650
H 0.546 -0.452 1.163
H -1.854 -3.530 -0.034
H -2.665 -2.594 1.103
H 0.002 -1.518 2.499
*
```

The HOMO energy is -0.3094 Ha. Its structure (SMILES) is CC(N)=O.CSC. The HOMO-LUMO gap is 9.3 eV.

=====

Stability, highest: <B>

=====

<A>
ORCA calculation (ωB97M-V/def2-TZVPD) on a 2-piece molecular cluster, CH3FOS overall.

Geometry as ORCA input:
```
! RIJCOSX wB97M-V def2-TZVPD def2/J DEFGRID3
* xyz 0 1
C -1.112 -0.450 -0.227
O 1.135 -1.223 0.586
F 3.035 0.374 -0.010
S 0.205 -1.287 -0.533
H -1.938 -0.680 -0.737
H 2.845 -0.379 0.510
H -0.980 0.361 0.450
*
```

The HOMO energy is -0.3764 Ha. The HOMO-LUMO gap is 9.6 eV.

=====

<B>
ORCA calculation (ωB97M-V/def2-TZVPD) on one molecule with the formula CH3FOS.

Geometry as ORCA input:
```
! RIJCOSX wB97M-V def2-TZVPD def2/J DEFGRID3
* xyz 0 1
C -0.584 -0.090 -0.125
O -0.829 0.903 0.697
F 2.031 -0.982 -0.397
S 1.268 0.315 -1.031
H -0.097 -1.088 0.202
H -1.453 -0.154 -0.872
H -0.336 1.095 1.526
*
```

The HOMO energy is -0.3288 Ha. Its structure (SMILES) is OCSF. The HOMO-LUMO gap is 9.6 eV.

=====

Stability, highest: <A>

=====

<A>
ORCA calculation (ωB97M-V/def2-TZVPD) on a 2-piece molecular cluster, CH3FOS overall.

Geometry as ORCA input:
```
! RIJCOSX wB97M-V def2-TZVPD def2/J DEFGRID3
* xyz 0 1
C 1.165 0.018 0.300
O 1.546 -1.036 -0.265
F 1.244 1.144 -0.349
S -1.894 0.223 -0.162
H -2.579 1.068 0.418
H 2.173 -1.031 -1.057
H -1.654 -0.386 1.115
*
```

The HOMO energy is -0.3298 Ha. The HOMO-LUMO gap is 9.6 eV.

=====

<B>
ORCA calculation (ωB97M-V/def2-TZVPD) on a 2-piece molecular cluster, CH3FOS overall.

Geometry as ORCA input:
```
! RIJCOSX wB97M-V def2-TZVPD def2/J DEFGRID3
* xyz 0 1
C -0.341 -0.311 1.034
H -0.710 0.186 0.130
H -1.037 -1.104 1.323
H -0.264 0.421 1.846
O 1.413 0.664 -2.313
F 0.901 -0.855 0.786
S 0.038 1.000 -2.807
*
```

The HOMO energy is -0.3255 Ha. Its structure (SMILES) is O=S.CF. The HOMO-LUMO gap is 6.4 eV.

=====

Stability, highest: <A>